No. 1
ORCA calculation (wB97M-V/def2-TZVPD) on the molecule C3H8OS3 in a non-equilibrium geometry.

* relative energy (zero: lowest compared OMol25 entry of this formula, charge and spin): 1.529 eV
* Kohn-Sham gap: 9.4 eV
* E: -37792.02165 eV
* LUMO: 0.016 Ha

Structure (XYZ):
```
15
Properties=species:S:1:pos:R:3:forces:R:3
C 0.871102 -1.243951 -0.890821 -1.5 0.9 -1.9
C 0.923394 -0.412490 0.367732 -2.2 1.1 0.7
S 2.269425 0.818289 0.250359 -0.5 -0.5 1.0
C -0.702227 0.494609 0.301275 3.8 0.6 1.0
O -0.739684 1.414599 1.371247 0.8 0.2 0.2
S -1.970692 -0.670955 0.415133 0.1 -2.5 0.4
S -0.722771 1.404821 -1.312028 -0.3 -0.4 0.7
H 1.020814 -0.497079 -1.738387 -0.1 -1.1 0.8
H 1.582450 -2.041591 -1.063310 0.2 -0.1 0.5
H -0.204143 -1.627997 -1.061006 1.8 0.2 0.3
H 0.986380 -1.001079 1.335502 -0.3 0.8 -1.1
H 2.224054 1.181294 1.567936 0.0 -0.1 -0.7
H -1.586932 1.620542 1.818522 0.4 -0.7 -1.0
H -2.762742 0.320403 0.398298 -2.1 1.3 -0.1
H -1.188425 0.240586 -1.760453 -0.1 0.3 -1.0
```
Positions in Å, forces in eV/Å.

natural (NBO) population analysis, charges in e, atoms 1 to 8: -0.674, -0.323, -0.013, -0.014, -0.761, 0.034, -0.026, 0.227

No. 2
ORCA calculation (wB97M-V/def2-TZVPD) on an isolated ion of composition C5H6NO and charge +1 in a non-equilibrium geometry.

* relative energy (zero: lowest compared OMol25 entry of this formula, charge and spin): 3.716 eV
* Kohn-Sham gap (alpha / beta): 8.1 / 8.1 eV
* charge: +1
* E: -8809.23531 eV
* LUMO (alpha / beta): -0.220 / -0.220 Ha

Structure (XYZ):
```
13
Properties=species:S:1:pos:R:3:forces:R:3
C -1.467597 0.465840 0.317588 0.8 -0.4 2.1
C -0.524320 0.101146 -0.552597 -2.0 1.2 0.6
N 0.810483 -0.236105 -0.336984 2.0 -1.1 4.7
C 1.280408 -0.522956 0.880984 -1.8 0.4 -2.4
C 1.685175 -0.373289 -1.368779 2.4 -2.0 -1.8
C 2.645257 -1.342985 -1.378324 -0.9 -1.5 -0.1
O 3.283299 -2.309567 -1.438457 -0.6 2.1 0.2
H -1.332183 0.455779 1.473954 -0.4 0.3 -2.3
H -2.441706 0.746156 -0.093301 0.4 -0.2 0.3
H -0.843151 0.053964 -1.542847 0.1 0.0 -1.7
H 0.534866 -0.363391 1.640350 0.5 -0.5 0.6
H 2.265667 -0.988625 0.907217 -0.2 0.7 0.7
H 1.622492 0.135674 -2.279605 -0.5 1.0 -1.0
```
Positions in Å, forces in eV/Å.

natural (NBO) population analysis, charges in e, atoms 1 to 8: -0.271, -0.094, -0.230, 0.051, -0.365, 0.760, -0.315, 0.222

No. 3
ORCA calculation (wB97M-V/def2-TZVPD) on C22H45MnN4O2P2 as an isolated structure in a non-equilibrium geometry.

* relative energy (zero: lowest compared OMol25 entry of this formula, charge and spin): 0.000 eV
* Kohn-Sham gap (alpha / beta): 5.7 / 7.9 eV
* 2S+1: 6
* charge: +1
* expectation value of S²: 8.805
* E: -83491.30949 eV
* LUMO (alpha / beta): -0.101 / -0.108 Ha

Structure (XYZ):
```
76
Properties=species:S:1:pos:R:3:forces:R:3
Mn -0.160209 -0.082431 0.683363 4.1 0.1 0.5
P 0.278824 -2.163760 -0.252432 0.5 -1.8 -0.4
P 0.267993 2.156412 -0.043183 0.4 1.6 -0.1
N 2.452437 0.106008 -1.590089 -0.5 -0.1 0.9
C 1.838783 -2.268820 -1.246994 0.1 -0.2 -0.1
H 2.321953 -3.233896 -1.039775 -0.2 0.1 -0.2
H 1.538903 -2.257032 -2.305283 0.1 0.0 0.3
C 2.876315 -1.170653 -1.014149 0.3 0.1 0.0
H 3.045701 -1.047873 0.066507 0.1 0.0 -0.5
H 3.824745 -1.481465 -1.493054 -0.2 -0.1 0.4
C 2.884274 1.311599 -0.883993 0.3 -0.2 0.0
H 3.826389 1.667697 -1.340272 -0.2 0.1 0.4
H 3.067012 1.076219 0.175150 0.0 0.1 -0.5
C 1.842080 2.420230 -0.990693 0.0 0.1 -0.1
H 1.558389 2.542466 -2.046380 0.2 0.0 0.3
H 2.312251 3.350653 -0.646126 -0.2 -0.1 -0.2
C 0.503673 3.194473 1.501579 0.3 -0.3 -0.3
C -0.673202 3.077315 2.481413 -0.2 -0.1 0.4
H -0.280594 2.928007 3.496949 -0.2 0.1 -0.1
H -1.349692 2.236817 2.272400 0.2 0.3 0.0
H -1.275277 3.997226 2.497374 0.2 -0.3 -0.1
C -0.988000 3.089231 -1.066549 0.1 -0.4 -0.2
C -2.280516 3.427765 -0.321004 -0.2 0.0 0.0
H -3.013493 3.784947 -1.057790 0.1 -0.1 0.2
H -2.139348 4.234745 0.410924 0.0 -0.2 -0.2
H -2.723991 2.567594 0.189771 0.1 0.2 -0.1
C -0.985700 -2.905810 -1.410516 0.3 0.3 -0.1
C -2.326785 -3.238965 -0.751181 -0.2 0.0 -0.1
H -3.073930 -3.376461 -1.546384 0.1 0.0 0.2
H -2.692788 -2.438458 -0.097150 0.1 -0.2 0.0
H -2.287081 -4.177641 -0.181166 0.0 0.3 -0.2
C 0.538570 -3.403882 1.132043 0.3 0.2 -0.2
C -0.632895 -3.475067 2.114677 -0.1 0.0 0.2
H -0.353871 -4.145859 2.940953 -0.1 0.2 -0.2
H -1.538126 -3.886025 1.648141 0.3 0.1 0.2
H -0.886350 -2.502975 2.553702 0.0 -0.2 -0.2
C -1.949276 0.170789 0.886826 -1.3 0.8 2.6
C -0.464695 4.340902 -1.778474 0.0 0.2 -0.1
H -0.224089 5.146432 -1.074490 -0.1 -0.2 -0.2
H 0.413426 4.150823 -2.401296 -0.2 0.1 0.1
H -1.255876 4.711357 -2.443488 0.2 0.0 0.1
C -0.499890 -4.093810 -2.246032 -0.1 -0.2 -0.2
H -1.278460 -4.335787 -2.981286 0.2 0.0 0.1
H 0.415049 -3.882070 -2.806314 -0.2 -0.1 0.1
H -0.335140 -4.991221 -1.639047 -0.1 0.3 -0.2
C 0.931334 -4.815388 0.694693 0.1 -0.3 0.2
H 1.242646 -5.371229 1.590386 -0.1 0.0 -0.2
H 0.089894 -5.366847 0.256679 0.2 0.2 0.1
H 1.775928 -4.840067 -0.001369 -0.2 0.0 0.1
C 0.873432 4.660702 1.268213 0.1 0.2 0.3
H 0.017378 5.260797 0.931884 0.2 -0.2 0.1
H 1.201617 5.080642 2.230267 -0.1 0.0 -0.2
H 1.703322 4.795058 0.565611 -0.2 0.0 0.1
H 1.383167 2.707151 1.959692 -0.2 0.1 -0.1
H 1.403358 -2.967621 1.664413 -0.2 -0.1 -0.1
H -1.224456 2.332940 -1.835404 -0.1 0.3 0.1
H -1.146253 -2.056988 -2.098353 0.0 -0.2 0.1
O -2.935505 0.451990 1.507688 -1.2 -0.5 -1.4
H 2.782225 0.156541 -2.534305 -0.1 0.0 -0.5
H -1.579383 -0.370652 -0.122995 -3.0 -0.1 -1.7
C 3.752434 -0.026146 4.082372 0.3 0.0 0.2
N 2.287796 -0.099765 4.066081 0.2 0.1 0.9
C 1.611491 -0.133940 5.254643 -0.4 -0.1 -0.8
C 0.255204 -0.242093 5.246624 0.6 -0.1 1.3
C -0.422155 -0.316094 4.016680 -0.4 -0.2 -1.9
N 0.244718 -0.170370 2.843024 0.6 -0.2 1.9
C 1.613696 -0.101344 2.880527 0.2 0.3 -2.0
O 2.252961 -0.035267 1.793946 -1.1 -0.1 1.5
N -1.740892 -0.609931 3.971936 0.2 0.5 0.7
H 4.071911 0.899969 4.571366 -0.1 -0.1 -0.2
H 4.139797 -0.055710 3.064550 -0.2 0.0 0.2
H 4.150456 -0.870736 4.653141 -0.1 0.1 -0.2
H 2.249172 -0.090779 6.135116 -0.4 0.0 -0.1
H -0.313234 -0.304065 6.169322 0.2 0.1 -0.1
H -2.334261 -0.304730 3.199095 0.3 -0.1 -0.1
H -2.210301 -0.757776 4.861196 0.2 0.2 -0.4
```
Positions in Å, forces in eV/Å.

Mulliken population analysis, charges in e, atoms 1 to 8: 0.839, 1.035, 0.800, -0.089, -1.185, 0.329, 0.451, -0.605

No. 4
ORCA calculation (wB97M-V/def2-TZVPD) on the molecule C5H9NO2 in a non-equilibrium geometry.

* relative energy (zero: lowest compared OMol25 entry of this formula, charge and spin): 0.503 eV
* Kohn-Sham gap: 10.4 eV
* E: -10916.07252 eV
* LUMO: 0.024 Ha

Structure (XYZ):
```
17
Properties=species:S:1:pos:R:3:forces:R:3
N -0.747354 0.783294 -2.538258 -0.5 0.0 -0.6
C -0.997107 0.045278 -1.405525 0.3 -0.3 0.2
O -1.022675 -1.168547 -1.406392 0.0 0.1 0.0
C -1.113575 0.856319 -0.133392 -0.5 0.4 0.0
C 0.201361 1.061844 0.631052 0.0 0.2 -0.3
C 1.207388 -0.097739 0.628561 0.4 0.3 0.5
C 0.997354 -0.949482 1.868221 -0.3 0.1 -1.0
O 1.847648 -1.127649 2.692917 0.0 -0.2 0.3
H -0.843033 0.275157 -3.417992 0.2 0.0 0.5
H -1.217289 1.676973 -2.570741 0.3 0.1 0.0
H -1.864717 0.381232 0.484457 0.0 -0.4 0.2
H -1.537549 1.842440 -0.364981 0.1 -0.1 0.0
H -0.042692 1.352710 1.655735 0.0 -0.2 0.1
H 0.687178 1.953508 0.240642 0.2 -0.1 -0.3
H 2.205302 0.314052 0.731822 0.2 0.1 0.1
H 1.230763 -0.655431 -0.311868 -0.4 -0.2 0.2
H -0.038164 -1.345790 1.964858 0.2 -0.1 0.3
```
Positions in Å, forces in eV/Å.

natural (NBO) population analysis, charges in e, atoms 1 to 8: -0.825, 0.678, -0.601, -0.502, -0.384, -0.528, 0.455, -0.515

No. 5
ORCA calculation (wB97M-V/def2-TZVPD) on the molecule C2H2N2OS2 in a non-equilibrium geometry.

* relative energy (zero: lowest compared OMol25 entry of this formula, charge and spin): 1.523 eV
* Kohn-Sham gap: 9.0 eV
* E: -28802.10104 eV
* LUMO: -0.003 Ha

Structure (XYZ):
```
9
Properties=species:S:1:pos:R:3:forces:R:3
O -2.137864 -0.887445 0.367928 4.0 2.6 -1.8
C -1.039479 -0.322719 0.006247 -4.7 -4.6 2.1
S -0.873166 1.350789 -0.030556 2.5 0.8 -0.3
N 0.891867 1.553937 -0.222951 -2.3 1.1 -0.9
C 1.707035 0.651841 0.026286 2.6 -1.9 3.9
N 1.443208 -0.655600 0.593544 2.5 1.5 0.4
S 0.355462 -1.408829 -0.418418 -1.1 -0.9 -0.2
H 2.780172 0.892486 0.264783 -0.9 0.4 -1.1
H 2.255148 -1.127374 1.186037 -2.7 1.1 -2.1
```
Positions in Å, forces in eV/Å.

natural (NBO) population analysis, charges in e, atoms 1 to 8: -0.540, 0.085, 0.544, -0.562, 0.265, -0.841, 0.426, 0.182

No. 6
ORCA calculation (wB97M-V/def2-TZVPD) on an isolated ion of composition C5H8N5O and charge +1 in a non-equilibrium geometry.

* relative energy (zero: lowest compared OMol25 entry of this formula, charge and spin): 2.723 eV
* Kohn-Sham gap: 9.4 eV
* charge: +1
* E: -14804.51339 eV
* LUMO: -0.158 Ha

Structure (XYZ):
```
19
Properties=species:S:1:pos:R:3:forces:R:3
N 1.175002 -0.838549 -0.532429 0.0 0.0 0.0
C 0.153253 -0.207257 -0.050063 -2.2 2.1 -4.9
N -0.736457 0.560636 -1.104494 2.5 -2.2 4.3
N -0.707198 0.465808 -2.484249 -0.7 -0.1 0.2
C 0.346759 0.289619 -3.300288 -0.1 0.1 -0.2
O 1.476423 0.018381 -2.948565 0.4 0.0 0.1
N -0.165595 -0.091404 1.237007 0.1 0.0 0.5
C 0.739317 -0.324142 2.284337 0.2 0.0 0.6
C 0.045208 -0.143595 3.428802 0.4 -0.2 -0.4
N -1.264560 0.157809 3.144182 -0.7 0.3 0.1
C -1.382177 0.198843 1.874987 -0.3 0.0 -0.2
H 1.771249 -1.414078 0.047396 -0.2 0.0 0.1
H 1.477336 -0.611939 -1.533738 -0.2 0.0 0.3
H -1.223685 1.357083 -0.719108 0.3 0.1 -0.2
H -1.632046 0.557508 -2.891860 0.2 -0.2 0.0
H 0.058585 0.392910 -4.353059 0.0 -0.1 0.0
H 1.775624 -0.534418 2.120538 0.2 0.0 -0.1
H 0.382391 -0.207199 4.445397 0.2 0.0 0.1
H -2.289429 0.373984 1.335205 -0.2 0.0 -0.3
```
Positions in Å, forces in eV/Å.

natural (NBO) population analysis, charges in e, atoms 1 to 8: -0.714, 0.745, -0.460, -0.431, 0.540, -0.600, -0.423, -0.098